This record from OMol25 describes C10H16N2O3 in the gas phase in a non-equilibrium geometry. The level of theory is ωB97M-V/def2-TZVPD.

Values from the calculation:
Frontier orbital gap   8.90 eV
LUMO energy   0.33 eV
Energy relative to the best compared isomer or geometry (same formula, charge and spin)   44.1 kcal/mol
Multiplicity   1

Each atom is followed by the atoms it is bonded to, with distances in Å.
Cartesian coordinates (Å):
1 C -0.705 0.649 -1.050  C2 1.573, C3 1.570, H12 1.085, N27 1.514
2 C -0.165 1.487 0.166  C1 1.573, N28 1.352, O29 1.295
3 C 0.125 0.531 -2.377  C1 1.570, C4 1.591, H13 1.100, H14 1.147
4 C -0.921 0.140 -3.510  C3 1.591, C5 1.571, H15 1.040, H16 1.157
5 C -2.190 0.907 -2.991  C4 1.571, H17 1.052, H18 1.080, N27 1.473
6 C 1.037 -0.660 0.743  C7 1.570, C8 1.579, H19 1.054, N28 1.458
7 C 0.199 -1.985 0.828  C6 1.570, O30 1.221, O31 1.349
8 C 2.255 -0.696 1.748  C6 1.579, C9 1.558, H20 1.093, H21 1.150
9 C 1.505 -0.261 3.042  C8 1.558, C10 1.577, H22 1.115, H23 1.089
10 C 0.638 0.938 2.496  C9 1.577, H24 1.174, H25 1.127, N28 1.533
11 H -2.740 0.809 -0.992  N27 0.983
12 H -0.795 -0.333 -0.599  C1 1.085
13 H 0.898 -0.240 -2.236  C3 1.100
14 H 0.511 1.597 -2.545  C3 1.147
15 H -0.512 0.451 -4.414  C4 1.040
16 H -1.108 -1.001 -3.504  C4 1.157
17 H -3.119 0.435 -3.137  C5 1.052
18 H -2.310 1.862 -3.483  C5 1.080
19 H 1.439 -0.835 -0.216  C6 1.054
20 H 2.881 0.086 1.311  C8 1.093
21 H 2.773 -1.722 1.734  C8 1.150
22 H 2.074 0.106 3.929  C9 1.115
23 H 0.841 -1.041 3.411  C9 1.089
24 H 1.070 2.029 2.458  C10 1.174
25 H -0.375 0.837 2.981  C10 1.127
26 H 0.537 -3.747 0.098  O31 0.975
27 N -2.028 1.187 -1.554  C1 1.514, C5 1.473, H11 0.983
28 N 0.328 0.580 1.038  C2 1.352, C6 1.458, C10 1.533
29 O -0.165 2.780 0.256  C2 1.295
30 O -0.957 -2.097 1.204  C7 1.221
31 O 1.019 -2.928 0.320  C7 1.349, H26 0.975

Atomic partial charges in e from the Mulliken method, atoms 1 to 5:
1. C 0.3855
2. C 0.1400
3. C -0.5144
4. C -0.6147
5. C -0.7260